Entry from the OMol25 dataset: a structure of composition C4H4CuLiO5 (the ωB97M-V functional and the def2-TZVPD basis).

XYZ file:
```
15
C4H4CuLiO5 (the ωB97M-V functional and the def2-TZVPD basis)
O 1.05 -0.29 1.27
C 0.57 0.85 1.66
C 0.83 -0.26 -0.63
O -0.20 0.97 2.61
O 0.46 1.72 0.64
C 1.09 1.26 -0.56
H 0.68 -0.48 -1.70
H 1.50 -1.12 -0.53
H 0.62 1.80 -1.39
H 2.17 1.47 -0.52
O -1.95 -0.33 -1.42
C -1.27 -0.61 -0.38
O -1.58 -1.72 0.22
Li -1.02 -1.24 1.90
Cu -2.94 -2.02 -1.16
```

As for the multiplicity: 3. Its total charge is 0. Its HOMO energy (alpha / beta) is -7.44 / -8.74 eV. The value obtained for the calculated total energy is -2178.8459 Ha. The value obtained for the largest force on an atom is 4.2 eV Å⁻¹. The calculation puts the energy relative to the best compared isomer or geometry (same formula, charge and spin) at 0.892 eV. The orbital gap (alpha / beta) comes out at 6.9 / 6.0 eV.

Atom charges from the Mulliken analysis, given in e for atoms 1 to 4:
1. O -0.642
2. C 0.662
3. C -0.514
4. O -0.696